No. 1
{"formula": "C22H43N2OOsP3", "method": "ωB97M-V/def2-TZVPD", "total_charge": 4, "relative_energy_kj_mol": 381.76, "mol_weight_g_mol": 634.8, "e_tot_ev": -58827.370, "gap_ev": [7.285, 4.792], "spin_multiplicity": 5, "symbols": ["Os", "P", "P", "P", "H", "C", "C", "H", "C", "C", "C", "C", "C", "C", "C", "C", "C", "H", "H", "H", "H", "H", "H", "H", "H", "H", "H", "H", "H", "H", "H", "H", "H", "H", "H", "H", "H", "H", "H", "H", "H", "H", "H", "H", "H", "H", "C", "C", "C", "C", "C", "C", "O", "H", "H", "H", "H", "H", "H", "N", "C", "C", "C", "C", "C", "N", "H", "H", "H", "H", "H", "H"], "coordinates": [[0.588, 0.516, 0.430], [2.068, -0.936, 1.695], [1.938, 2.205, 1.273], [-0.611, -1.387, 0.276], [1.164, 1.601, -2.042], [0.171, 1.148, -2.175], [-0.877, 1.510, -1.426], [-0.887, 2.580, -1.036], [3.370, -1.416, 0.492], [2.976, -0.112, 3.152], [1.557, -2.425, 2.739], [1.419, 3.688, 0.332], [1.991, 2.944, 3.020], [3.704, 2.141, 0.654], [-2.119, -1.257, -0.787], [-1.473, -2.323, 1.645], [0.203, -2.885, -0.573], [0.095, 0.749, -3.222], [-1.836, 0.996, -1.678], [4.021, -2.159, 0.955], [3.979, -0.535, 0.245], [2.915, -1.840, -0.413], [3.348, -0.904, 3.814], [2.233, 0.451, 3.747], [3.801, 0.529, 2.806], [2.179, -3.319, 2.568], [0.507, -2.688, 2.535], [1.586, -2.182, 3.822], [2.336, 4.266, 0.090], [0.721, 4.337, 0.886], [0.896, 3.397, -0.607], [2.860, 3.619, 3.070], [2.071, 2.206, 3.836], [1.057, 3.506, 3.129], [3.877, 3.157, 0.304], [3.823, 1.457, -0.185], [4.418, 1.887, 1.437], [-2.989, -1.698, -0.261], [-1.943, -1.721, -1.769], [-2.305, -0.195, -0.963], [-2.489, -2.567, 1.320], [-1.527, -1.700, 2.538], [-0.965, -3.263, 1.889], [-0.649, -3.491, -0.947], [0.805, -3.511, 0.119], [0.860, -2.582, -1.422], [-1.820, -0.952, -4.584], [-0.496, -1.269, -4.751], [-0.193, -2.404, -5.560], [-1.175, -3.144, -6.237], [-2.511, -2.688, -6.119], [-2.821, -1.567, -5.348], [-2.287, -0.014, -3.722], [-1.959, 0.844, -3.962], [0.255, -0.829, -4.082], [0.838, -2.722, -5.610], [-0.923, -4.034, -6.837], [-3.295, -3.209, -6.657], [-3.872, -1.264, -5.186], [-0.877, -0.017, 3.527], [-1.565, 1.009, 2.913], [-2.656, 1.665, 3.512], [-3.395, 2.645, 2.847], [-3.093, 2.870, 1.516], [-2.090, 2.096, 1.003], [-1.230, 1.326, 1.665], [-1.137, -0.178, 4.488], [0.101, -0.131, 3.205], [-2.854, 1.357, 4.539], [-4.225, 3.190, 3.312], [-3.608, 3.537, 0.860], [-1.978, 2.090, -0.043]], "lowdin_charge": [0.927, 0.725, 0.693, 0.693, 0.071, -0.035, -0.199, 0.116, -0.207, -0.217, -0.192, -0.221, -0.163, -0.204, -0.207, -0.206, -0.213, 0.078, 0.062, 0.085, 0.039, 0.041, 0.078, 0.024, 0.046, 0.091, -0.014, 0.079, 0.081, 0.079, 0.026, 0.090, 0.034, 0.060, 0.054, 0.039, 0.060, 0.080, 0.057, -0.007, 0.067, 0.023, 0.061, 0.073, 0.059, 0.046, -0.268, 0.032, 0.068, 0.089, 0.039, 0.108, 0.083, 0.128, 0.105, 0.140, 0.165, 0.144, 0.170, 0.127, -0.369, 0.043, 0.026, -0.002, -0.181, -0.020, 0.135, 0.044, 0.139, 0.152, 0.131, 0.021]}


No. 2
{"formula": "C18H22N2S2", "method": "ωB97M-V/def2-TZVPD", "relative_energy_kj_mol": 9.17, "smiles": "Cc1ccc(SCCNC(=S)Nc2cc(C)cc(C)c2)cc1", "mol_weight_g_mol": 330.5, "e_tot_ev": -43674.901, "gap_ev": 8.545, "spin_multiplicity": 1, "symbols": ["C", "C", "C", "C", "C", "C", "C", "H", "H", "S", "C", "H", "H", "C", "N", "C", "N", "C", "C", "C", "C", "C", "C", "H", "C", "H", "H", "H", "H", "C", "H", "H", "H", "H", "H", "S", "H", "H", "H", "H", "H", "H", "H", "H"], "coordinates": [[-3.823, -3.013, 0.203], [-3.075, -1.869, -0.405], [-1.737, -1.994, -0.759], [-1.029, -0.916, -1.254], [-1.663, 0.308, -1.409], [-3.008, 0.439, -1.106], [-3.700, -0.643, -0.598], [-4.742, -0.530, -0.337], [-3.513, 1.382, -1.256], [-0.697, 1.684, -1.992], [-1.201, 3.019, -0.838], [-2.160, 3.428, -1.154], [-0.431, 3.777, -0.982], [-1.264, 2.564, 0.616], [-0.187, 1.657, 0.934], [-0.410, 0.497, 1.584], [0.570, -0.445, 1.595], [1.786, -0.461, 0.904], [2.186, -1.649, 0.296], [3.377, -1.719, -0.407], [4.173, -0.583, -0.494], [3.810, 0.600, 0.133], [2.616, 0.653, 0.840], [2.360, 1.552, 1.382], [4.685, 1.813, 0.040], [5.732, 1.531, -0.038], [4.554, 2.454, 0.908], [4.425, 2.389, -0.849], [5.100, -0.628, -1.048], [3.800, -2.987, -1.082], [3.727, -2.877, -2.164], [4.835, -3.222, -0.841], [3.171, -3.821, -0.779], [1.551, -2.520, 0.374], [0.258, -1.330, 1.973], [-1.815, 0.173, 2.395], [0.597, 1.675, 0.292], [-1.211, 3.447, 1.266], [-2.207, 2.048, 0.828], [0.016, -1.010, -1.512], [-1.237, -2.944, -0.630], [-3.341, -3.962, -0.021], [-3.852, -2.889, 1.286], [-4.849, -3.041, -0.158]], "lowdin_charge": [-0.048, -0.294, -0.050, -0.118, -0.547, -0.105, -0.053, 0.117, 0.111, 0.925, -0.432, 0.071, 0.069, -0.280, -0.020, -0.856, 0.052, -0.236, 0.001, -0.267, -0.014, -0.263, -0.001, 0.121, -0.046, 0.078, 0.078, 0.086, 0.120, -0.046, 0.085, 0.082, 0.075, 0.116, 0.119, 0.664, 0.088, 0.124, 0.051, 0.097, 0.110, 0.075, 0.084, 0.078]}


No. 3
{"formula": "H27O14", "method": "ωB97M-V/def2-TZVPD", "total_charge": -1, "relative_energy_kj_mol": 0.00, "mol_weight_g_mol": 251.2, "e_tot_ev": -29107.667, "gap_ev": 9.252, "spin_multiplicity": 1, "symbols": ["O", "H", "O", "H", "H", "O", "H", "H", "O", "H", "H", "O", "H", "H", "O", "H", "H", "O", "H", "H", "O", "H", "H", "O", "H", "H", "O", "H", "H", "O", "H", "H", "O", "H", "H", "O", "H", "H", "O", "H", "H"], "coordinates": [[-2.934, 2.955, -0.826], [-3.166, 1.990, -0.819], [3.798, -1.393, -0.272], [3.410, -1.302, -1.182], [4.729, -1.554, -0.459], [1.820, 0.362, 0.918], [0.936, -0.196, 1.295], [2.448, -0.174, 0.454], [-0.392, 2.763, -1.246], [-0.317, 2.867, -0.283], [-1.378, 3.046, -1.316], [-2.419, 0.250, 2.001], [-2.059, 1.926, 2.325], [-2.746, 0.021, 2.900], [1.751, -2.820, 0.805], [1.119, -2.094, 1.092], [2.527, -2.367, 0.422], [0.843, -3.321, -1.603], [1.082, -2.966, -0.697], [0.995, -4.274, -1.665], [-0.256, -0.883, 1.509], [-0.645, -1.023, 0.618], [-1.519, -0.291, 1.748], [0.687, 0.484, -1.568], [0.181, 1.342, -1.675], [1.144, 0.646, -0.682], [0.879, 2.549, 1.686], [1.587, 2.036, 1.252], [0.499, 1.714, 2.000], [-3.614, 0.072, -0.329], [-2.835, -0.400, -0.670], [-3.484, -0.013, 0.653], [-1.931, 2.853, 2.554], [-0.974, 2.985, 2.489], [-3.082, 3.094, 0.125], [2.398, -1.311, -2.584], [1.760, -0.614, -2.780], [1.890, -2.114, -2.382], [-1.172, -1.571, -0.915], [-0.922, -2.350, -1.476], [-0.640, -0.922, -1.419]], "lowdin_charge": [-0.072, 0.045, -0.075, 0.026, 0.066, -0.180, 0.022, -0.015, -0.102, 0.033, 0.045, -0.168, -0.038, 0.073, -0.082, 0.036, -0.001, -0.100, 0.018, 0.068, -0.284, -0.031, 0.008, -0.132, 0.010, 0.039, -0.095, 0.013, 0.026, -0.106, 0.004, 0.015, -0.084, -0.002, 0.055, -0.078, 0.028, 0.002, -0.087, 0.062, 0.033]}